Record 1
Entry from the Open Molecules 2025 dataset: C5H9FO in the gas phase (the ωB97M-V functional and the def2-TZVPD basis).

Computed properties:
SMILES: C=C(F)[C@@H](C)CO
HOMO level: -9.98 eV
LUMO: 0.83 eV
Kohn-Sham gap: 10.81 eV

```
16
Properties=species:S:1:pos:R:3:forces:R:3:mulliken_charge:R:1
C -1.481664 -0.172623 -1.897654 1.3 0.3 0.7 -0.83
C -1.166922 -0.203328 -0.611889 1.9 0.4 2.4 0.47
C -0.158037 1.086998 1.478159 1.6 4.1 -1.7 -1.52
C 1.232757 -0.674633 0.492834 3.8 1.5 -4.2 -0.83
C 0.236451 0.428930 0.148982 -2.4 -0.7 -2.7 0.47
O 1.509683 -1.719578 -0.501074 -1.0 0.4 0.4 -0.53
F -1.996789 -0.799655 0.352730 0.9 0.8 -1.6 -0.28
H -2.348079 -0.591448 -2.304617 -1.3 -0.7 -0.2 0.33
H -0.799086 0.224798 -2.642987 0.1 0.2 0.4 0.24
H -0.689961 0.518739 2.137113 -2.0 -1.9 1.1 0.44
H -0.681253 2.115849 1.332935 0.7 -1.9 0.2 0.31
H 0.740472 1.311510 2.087462 0.0 0.1 -0.6 0.38
H 1.009346 -1.034479 1.411632 -1.0 -2.1 2.5 0.47
H 2.306212 -0.256658 0.622611 -1.8 0.2 0.2 0.28
H 0.629763 1.124631 -0.704881 -0.6 -1.0 1.9 0.29
H 1.657108 -1.359052 -1.401355 -0.3 0.1 1.1 0.31
```
Positions in Å, forces in eV/Å.

Record 2
Entry from the Open Molecules 2025 dataset: 2 unconnected molecules or ions with the total composition C6H5Cl3N2O (the ωB97M-V functional and the def2-TZVPD basis).

Computed properties:
spin multiplicity: 3
HOMO level (alpha / beta): -7.25 / -9.21 eV
LUMO (alpha / beta): 0.66 / -2.70 eV
Kohn-Sham gap (alpha / beta): 7.91 / 6.51 eV

```
17
Properties=species:S:1:pos:R:3:forces:R:3:mulliken_spin:R:1
C 1.526787 -1.010381 -0.423388 -0.7 -0.5 -1.4 0.27
C 0.717987 1.393606 -0.761838 -0.1 -2.7 0.8 0.40
C 0.205633 -1.354608 -0.524554 0.0 0.6 0.3 -0.05
C -0.573819 0.955972 -0.840195 0.4 0.0 0.5 -0.07
C 1.797086 0.417104 -0.427469 0.5 1.8 -0.6 -0.05
C -0.872704 -0.381762 -0.613806 0.1 -1.9 -3.7 0.36
N -1.841710 0.708492 1.670077 -0.3 0.9 1.2 -0.02
N -1.556701 -0.428417 1.364895 -0.5 1.4 1.4 0.41
O -1.678757 -1.527900 1.757972 -0.3 -2.1 1.1 0.44
Cl -0.249665 -3.015808 -0.436294 0.0 -0.2 -0.3 0.01
Cl -1.843661 2.072501 -1.060860 -0.5 0.4 -0.6 0.00
Cl 2.498856 0.776054 1.279054 0.0 0.3 0.3 0.16
H 2.365452 -1.722997 -0.572528 -0.9 0.5 0.6 0.01
H 1.060748 2.331846 -1.021963 0.2 2.0 -0.3 0.02
H 2.614362 0.813886 -1.044396 0.3 -1.0 0.2 0.04
H -1.881917 -0.790110 -0.968169 1.5 0.7 1.0 -0.01
H -2.287977 0.762520 2.623454 0.2 -0.3 -0.7 0.08
```
Positions in Å, forces in eV/Å.

Record 3
Entry from the Open Molecules 2025 dataset: C4H2N2O in the gas phase (the ωB97M-V functional and the def2-TZVPD basis).

Computed properties:
HOMO level: -11.16 eV
LUMO: -1.86 eV
Kohn-Sham gap: 9.30 eV

```
9
Properties=species:S:1:pos:R:3:forces:R:3:mulliken_charge:R:1
N -1.287155 0.570942 0.165597 0.0 0.0 0.0 -0.35
C -0.718663 -0.632943 -0.077634 -0.2 -0.2 0.0 0.42
O -1.326429 -1.671491 -0.212061 0.3 0.4 0.1 -0.57
C 0.798162 -0.609636 -0.180457 0.3 -0.4 -0.1 0.59
C 1.585110 -1.609839 -0.536239 -0.4 0.3 0.1 -0.23
C 1.649777 0.514661 0.087667 0.7 0.8 0.2 0.02
N 2.360872 1.405953 0.298874 -0.8 -0.8 -0.2 -0.32
H -0.766767 1.431282 0.235373 0.0 -0.2 0.0 0.21
H -2.294906 0.601073 0.218878 0.2 0.0 0.0 0.23
```
Positions in Å, forces in eV/Å.

Record 4
Entry from the Open Molecules 2025 dataset: 2 unconnected molecules or ions with the total composition C3H4N2O (the ωB97M-V functional and the def2-TZVPD basis).

Computed properties:
SMILES: N#CC1=CO1.N
HOMO level: -9.43 eV
LUMO: -0.58 eV
Kohn-Sham gap: 8.85 eV

```
10
Properties=species:S:1:pos:R:3:forces:R:3:mulliken_charge:R:1
C 1.962103 0.209967 1.169578 0.2 0.2 -0.4 0.40
C 0.435133 -1.594160 0.170144 -0.2 0.3 0.3 0.13
C 0.932816 -0.613015 0.871212 -0.5 -0.6 0.1 -0.11
N 2.903024 0.830339 1.383965 0.7 0.7 0.4 -0.34
N -1.602347 1.175586 -1.134882 0.0 0.2 1.0 -0.66
O 1.271512 -2.319212 0.888659 -0.9 -0.1 -0.8 -0.43
H -2.053175 1.949127 -1.624683 0.2 -0.3 0.1 0.22
H -0.390442 -1.745698 -0.543741 0.7 -0.5 0.3 0.33
H -1.099819 1.606488 -0.305157 -1.3 -1.0 -1.2 0.22
H -2.358805 0.500579 -0.875095 1.1 1.1 0.2 0.22
```
Positions in Å, forces in eV/Å.

Record 5
Entry from the Open Molecules 2025 dataset: C5H7B in the gas phase (the ωB97M-V functional and the def2-TZVPD basis).

Computed properties:
spin multiplicity: 3
HOMO level (alpha / beta): -7.30 / -10.28 eV
LUMO (alpha / beta): 0.79 / -1.57 eV
Kohn-Sham gap (alpha / beta): 8.09 / 8.72 eV

```
13
Properties=species:S:1:pos:R:3:forces:R:3:mulliken_spin:R:1
B -0.778572 0.054477 0.011354 0.8 -0.1 0.4 0.29
C 1.580335 0.447094 -0.032806 1.2 2.8 -1.4 0.43
C 1.404042 -0.896779 -0.053444 -1.1 0.4 0.7 -0.13
C 0.285003 1.247236 0.078227 0.2 -1.9 -1.9 0.00
C -2.250684 -0.138022 -0.050369 -0.5 0.8 0.0 0.77
C 0.002727 -1.239732 0.073656 4.3 2.5 -0.6 0.55
H 2.574471 1.041106 -0.168301 -1.7 -1.5 0.3 0.01
H 2.318039 -1.440463 -0.094798 0.1 -1.3 0.0 0.00
H 0.159968 2.070830 -0.627070 0.2 0.1 0.3 0.00
H 0.388047 1.543168 1.058149 -0.5 1.6 2.4 0.02
H -2.601335 -1.046832 0.411531 -0.7 0.1 -0.1 0.02
H -2.855442 0.566572 -0.579558 -1.0 -0.1 -0.1 0.02
H -0.226604 -2.208656 -0.026568 -1.3 -3.5 -0.1 0.02
```
Positions in Å, forces in eV/Å.

Record 6
Entry from the Open Molecules 2025 dataset: 6 unconnected molecules or ions with the total composition C5H23NO6 (the ωB97M-V functional and the def2-TZVPD basis).

Computed properties:
SMILES: COC[C@H](C)N.CO.O.O.O.O
HOMO level: -9.67 eV
LUMO: 0.55 eV
Kohn-Sham gap: 10.22 eV

```
35
Properties=species:S:1:pos:R:3:forces:R:3:mulliken_charge:R:1
C -0.699163 1.869300 -1.531786 0.8 1.1 0.0 -1.32
C -1.030078 1.016015 -2.742922 -0.3 -0.7 0.9 0.57
C -0.230445 1.464481 -3.952283 0.3 -0.3 -0.1 -0.74
O -0.236173 2.852852 -4.161245 0.1 0.2 0.0 -0.33
C -1.473976 3.357330 -4.600164 -0.3 -0.1 -0.2 -0.72
N -0.678879 -0.397269 -2.435480 0.3 0.7 -0.4 -0.66
H -0.978645 2.917316 -1.684196 -0.5 -0.2 0.0 0.33
H 0.381263 1.998669 -1.385195 0.0 -0.6 -0.1 0.31
H -1.103486 1.517400 -0.584353 -0.3 -0.1 -0.1 0.38
H -2.115145 1.059436 -2.899502 0.0 0.3 -0.3 0.17
H -0.526934 0.934470 -4.868620 -0.2 0.0 0.0 0.38
H 0.802747 1.162868 -3.759629 0.0 0.2 0.0 0.34
H -1.739936 2.984952 -5.600654 0.1 -0.1 0.1 0.31
H -1.395736 4.439829 -4.675133 0.1 0.0 0.2 0.23
H -2.284241 3.085065 -3.914995 0.0 0.2 0.0 0.30
H -0.970759 -0.975311 -3.215611 -0.1 -0.2 0.2 0.23
H -1.195402 -0.662698 -1.607916 -0.1 -0.3 -0.1 0.21
O 2.779735 -1.745787 0.520926 0.1 -0.1 0.0 -0.63
H 2.553385 -1.673346 -0.411352 0.0 0.0 0.0 0.28
H 3.605047 -2.242411 0.549523 0.0 0.0 0.0 0.31
O 1.071872 -2.977871 4.804679 0.1 -0.1 -0.2 -0.70
H 0.291919 -2.404319 4.873620 -0.1 -0.1 0.3 0.38
H 0.720260 -3.853363 4.619001 0.0 0.0 0.0 0.31
O -1.440358 -1.594618 5.136546 0.0 -0.1 -0.1 -0.72
H -1.244825 -1.076023 4.341546 0.0 0.3 0.1 0.36
H -1.503379 -0.944275 5.842648 0.0 0.0 0.0 0.32
O 3.312310 -1.758006 3.457528 0.0 -0.1 0.0 -0.66
H 2.640477 -2.289608 3.917461 0.0 0.1 0.0 0.40
H 2.927543 -1.565552 2.595546 0.0 0.0 0.0 0.35
C -0.102520 -1.056955 2.043730 -0.6 -0.2 0.6 -0.19
O -0.290781 -0.007381 3.018998 0.2 -0.4 -0.7 -0.58
H -0.908558 -1.780429 2.190175 0.0 0.1 0.0 0.29
H -0.200172 -0.665303 1.031419 0.3 0.0 -0.1 0.06
H 0.826817 -1.591369 2.233442 0.1 0.2 -0.3 0.10
H 0.436213 0.601909 2.854249 -0.1 0.1 0.4 0.31
```
Positions in Å, forces in eV/Å.

What did we get for F_max? Answer: 5.8; 4.2; 1.1; 2.0; 5.0; 1.3 eV Å⁻¹, in the order shown.
What did we get for relative energy (zero: lowest compared OMol25 entry of this formula, charge and spin)? Answer: 2.113; 0.000; 2.827; 5.387; 0.000; 1.332 eV, in the order shown.